1.
Computed, not measured: a 2-piece molecular cluster, C4H14N2O overall at a distorted geometry, with the ωB97M-V functional and the def2-TZVPD basis.

CARTESIAN COORDINATES (ANGSTROEM)
C: 0.484380 1.889986 1.032980
O: 1.696873 2.639253 1.083950
C: 0.623866 0.594338 0.330984
C: -0.591073 -0.174890 0.026340
C: -0.684209 -1.684583 0.139070
N: -1.923840 -2.235606 -0.455879
N: 1.416279 0.551407 -1.517400
H: -0.241861 2.506968 0.502210
H: 0.032983 1.715760 2.058000
H: 1.757062 3.006042 1.928288
H: 1.340081 0.027804 0.934119
H: -1.485945 0.307803 0.452683
H: -0.442412 0.008748 -1.050396
H: 0.097079 -2.228524 -0.387414
H: -0.713380 -2.029131 1.209725
H: -2.669686 -1.523131 -0.261331
H: -1.951281 -2.374525 -1.497522
H: -2.122389 -3.084942 -0.076171
H: 2.104962 0.521120 -2.295928
H: 1.956659 0.061995 -0.793419
H: 1.315851 1.504104 -1.362889

Cartesian forces, eV/Å:
0.4033 2.5152 -1.3726
-1.0279 -2.2517 -2.0090
-0.9849 -2.4240 4.7472
-0.8672 0.3328 -1.5355
1.4071 -1.0742 1.5523
-0.8688 4.4959 -2.5117
0.7481 -1.9823 -0.2821
-0.4561 0.1587 0.0519
0.4228 -0.6523 -0.9567
0.5056 1.2287 2.2342
0.9723 -0.1270 -1.1132
0.2734 0.1259 -0.3583
-1.5996 0.1211 -0.2224
0.4986 0.2656 0.2860
0.1992 0.3372 -0.9903
0.0671 -1.2153 -0.1026
0.4430 0.3177 0.8601
-1.1023 -3.2163 1.6865
-0.4408 -0.2251 0.0490
0.9535 0.5028 -0.3056
0.4535 2.7667 0.2928

Values from the calculation:
Frontier orbital gap: 8.61 eV
Net charge: +2
HOMO: -18.68 eV
Lowest unoccupied orbital energy: -10.07 eV


2.
Computed, not measured: C42H38FeN3OS3Se4 as an isolated structure, with the ωB97M-V functional and the def2-TZVPD basis.

CARTESIAN COORDINATES (ANGSTROEM)
Fe: -0.093308 -0.548212 -0.470844
N: -1.418764 0.079725 1.315109
C: -1.013404 0.233033 2.669534
C: -1.224708 -0.821173 3.552529
C: -0.824236 -0.725225 4.872621
C: -0.213450 0.434097 5.331612
C: 0.005891 1.478041 4.449969
C: -0.372571 1.392691 3.110768
C: -0.051996 2.536191 2.210051
C: -0.639667 3.780866 2.433727
C: -0.250265 4.896508 1.709273
C: 0.739554 4.777629 0.745366
C: 1.318546 3.543832 0.487577
C: 0.924282 2.431752 1.214929
H: -2.094369 -0.670232 1.204971
H: -1.790078 0.930018 0.901134
H: -1.697914 -1.725040 3.185821
H: -0.992258 -1.557514 5.544076
H: 0.099614 0.519099 6.363615
H: 0.501502 2.380857 4.787185
H: -1.394955 3.867356 3.205903
H: -0.709352 5.856724 1.907157
H: 1.062706 5.646036 0.183932
H: 2.086698 3.446218 -0.267897
S: -2.228823 -1.667760 -1.267712
C: -1.572605 -3.255217 -1.471263
N: -1.992004 -4.019328 -2.523806
C: -1.403412 -5.337071 -2.727922
C: -1.189448 -5.977099 -1.375550
N: -0.328364 -5.125553 -0.573007
C: 0.977990 -5.680166 -0.210961
C: 1.859947 -5.828553 -1.427906
C: 2.383336 -4.684195 -2.027958
C: 3.133015 -4.780790 -3.188640
C: 3.375324 -6.025635 -3.760162
C: 2.870465 -7.169746 -3.161010
C: 2.114003 -7.069242 -1.998419
C: -0.581012 -3.774929 -0.574595
S: 0.288091 -2.775229 0.518731
C: -3.205080 -3.743017 -3.279240
C: -4.387698 -4.541867 -2.778647
C: -4.765410 -4.474929 -1.438428
C: -5.840971 -5.217028 -0.976759
C: -6.554023 -6.034537 -1.846806
C: -6.184474 -6.105154 -3.180587
C: -5.103302 -5.362687 -3.640953
H: -0.448730 -5.250071 -3.255548
H: -2.088367 -5.930658 -3.332888
H: -0.722280 -6.955291 -1.474636
H: -2.156566 -6.102045 -0.878938
H: 0.818837 -6.647051 0.271826
H: 1.433380 -5.013200 0.513747
H: 2.209361 -3.712709 -1.578031
H: 3.532303 -3.880612 -3.639725
H: 3.963571 -6.102859 -4.665996
H: 3.064629 -8.142180 -3.596234
H: 1.722239 -7.966165 -1.528844
H: -3.014445 -3.994762 -4.325413
H: -3.406513 -2.675938 -3.220166
H: -4.214939 -3.830669 -0.760306
H: -6.127655 -5.156011 0.065708
H: -7.393420 -6.613711 -1.483501
H: -6.731948 -6.741960 -3.864051
H: -4.811464 -5.424156 -4.684329
Se: 1.734505 0.701417 0.965700
Se: 3.545651 1.115123 -0.417915
Se: 2.480784 1.169349 -2.512703
Se: 1.438511 -0.893536 -2.495005
O: -0.996762 1.389437 -1.175000
S: -2.114808 1.425242 -2.197975
C: -2.521979 3.155750 -2.355867
C: -3.582722 3.517431 -3.175836
C: -3.918366 4.856983 -3.286584
C: -3.203969 5.813883 -2.573660
C: -2.157292 5.431812 -1.747496
C: -1.810934 4.091712 -1.631960
C: -1.376142 1.166561 -3.795943
C: -0.436480 2.052401 -4.307332
C: 0.182409 1.748947 -5.507033
C: -0.147902 0.579321 -6.184411
C: -1.093064 -0.292234 -5.667387
C: -1.709877 -0.004228 -4.457045
H: -4.134208 2.761905 -3.725162
H: -4.739627 5.155609 -3.925173
H: -3.471300 6.859659 -2.660064
H: -1.606971 6.177027 -1.186009
H: -1.007776 3.762484 -0.990006
H: -0.182626 2.954103 -3.763305
H: 0.926452 2.420422 -5.914576
H: 0.344769 0.345321 -7.119734
H: -1.333328 -1.208426 -6.190886
H: -2.412387 -0.693772 -4.005526

Cartesian forces, eV/Å:
-0.3491 -0.3319 -0.4942
-0.0369 0.1236 0.1715
-0.0293 -0.0987 -0.1194
0.0072 -0.0536 0.0197
0.0052 0.0041 0.0041
-0.0022 -0.0039 -0.0019
0.0071 0.0029 0.0156
-0.0435 0.0029 -0.0416
0.0126 0.0284 0.0094
0.0011 -0.0206 0.0074
-0.0190 0.0103 0.0169
0.0036 0.0070 -0.0472
-0.0427 0.0003 -0.0056
0.0167 0.0416 0.0049
0.0117 0.0056 -0.0252
0.0799 0.0327 0.0530
0.0142 0.0172 0.0062
0.0025 0.0112 -0.0074
-0.0022 -0.0001 -0.0060
-0.0065 -0.0136 -0.0031
0.0039 -0.0028 -0.0047
-0.0014 -0.0049 0.0020
-0.0023 -0.0095 0.0029
-0.0072 0.0116 0.0014
0.0057 -0.0496 0.0196
0.1266 -0.0250 0.0472
-0.0343 -0.0919 0.1237
-0.0161 0.0759 0.0356
0.0248 0.0293 0.0367
-0.0673 0.1679 -0.0772
-0.0412 -0.0115 0.0230
0.0096 0.0246 -0.0021
0.0318 0.0307 -0.0078
0.0159 -0.0182 -0.0016
-0.0039 0.0055 0.0093
-0.0052 -0.0003 0.0045
-0.0127 -0.0106 -0.0094
0.0566 -0.1493 -0.1253
-0.0335 0.1139 0.1762
0.0704 -0.0010 -0.0525
-0.0086 -0.0233 -0.0056
0.0116 0.0242 0.0229
0.0013 -0.0058 -0.0126
0.0097 0.0126 0.0002
0.0027 0.0031 0.0050
-0.0034 -0.0066 0.0004
0.0154 0.0116 -0.0169
-0.0101 -0.0092 0.0064
0.0116 0.0072 -0.0236
-0.0125 -0.0191 0.0146
-0.0250 0.0032 -0.0306
0.0065 0.0182 0.0436
-0.0291 0.0155 -0.0243
-0.0215 -0.0110 0.0023
-0.0054 0.0011 0.0081
-0.0026 0.0069 0.0037
0.0071 0.0127 -0.0099
0.0052 0.0150 -0.0105
-0.0117 -0.0002 0.0381
-0.0173 -0.0230 -0.0311
0.0023 -0.0004 -0.0109
0.0094 0.0061 -0.0034
0.0050 0.0069 0.0069
-0.0057 0.0007 0.0183
0.3325 0.1023 0.2447
-0.0111 -0.0245 -0.0480
-0.0264 0.0273 0.0700
-0.0797 -0.0375 -0.0403
0.0075 0.0951 0.0614
-0.0140 -0.0765 -0.0593
-0.0215 -0.0257 -0.0415
-0.0271 0.0178 -0.0258
0.0034 -0.0433 -0.0062
0.0247 0.0102 0.0210
-0.0154 0.0580 -0.0026
-0.0303 0.0150 0.0307
0.0079 0.0155 0.0058
0.0310 -0.0188 0.0232
-0.0159 -0.0063 0.0058
0.0019 -0.0088 -0.0103
0.0043 0.0056 0.0302
0.0137 -0.0098 -0.0566
0.0193 0.0237 0.0108
0.0104 -0.0061 0.0080
0.0072 -0.0227 0.0022
-0.0082 -0.0238 -0.0079
0.0895 -0.0022 0.0516
-0.0027 -0.0188 -0.0124
0.0053 0.0039 -0.0010
-0.0056 0.0034 0.0121
-0.0027 0.0108 0.0000
0.0161 0.0396 -0.0154

Values from the calculation:
Spin multiplicity: 6
Frontier orbital gap (spin up / spin down): 6.53 / 6.68 eV
HOMO (spin up / spin down): -6.13 / -7.04 eV
Lowest unoccupied orbital energy (spin up / spin down): 0.39 / -0.37 eV


3.
Computed, not measured: C3H4BrN as an isolated structure at a distorted geometry, with the ωB97M-V functional and the def2-TZVPD basis.

CARTESIAN COORDINATES (ANGSTROEM)
C: 0.270669 -1.806131 0.028162
C: 0.343163 1.262714 -0.129787
C: 1.019113 0.032632 -0.151293
N: 1.067255 2.311613 -0.091212
Br: 2.847642 -0.038189 0.047565
H: 1.023153 -2.547113 -0.082859
H: -0.764402 -1.867307 -0.226500
H: -0.747639 1.235803 -0.184536
H: 0.588130 3.204224 -0.114362

Cartesian forces, eV/Å:
1.2526 4.9508 -0.3482
-0.5612 -0.8839 -0.2270
-1.2876 -4.6098 0.7536
0.8275 1.3444 0.0348
0.1257 -0.1356 -0.0996
0.4177 -0.3658 -0.0813
-0.3454 -0.1815 -0.0770
0.0245 0.0223 0.0199
-0.4540 -0.1409 0.0248

Values from the calculation:
Spin multiplicity: 3
Frontier orbital gap (spin up / spin down): 8.90 / 8.39 eV
HOMO (spin up / spin down): -8.02 / -9.83 eV
Lowest unoccupied orbital energy (spin up / spin down): 0.88 / -1.44 eV


no.,total energy (eV)
1,-9381.346
2,-378969.966
3,-74702.495